Record 1
{"formula": "C2H7PS2", "method": "ωB97M-V with the def2-TZVPD basis set", "e_homo_ha": -0.31854, "homo_lumo_gap_ha": 0.3243, "relative_energy_ev": 0.979, "symbols": ["C", "S", "H", "H", "H", "C", "H", "H", "P", "H", "S", "H"], "positions_angstrom": [[-2.405, -0.690, -0.224], [1.681, 1.413, 0.260], [2.194, -0.846, 0.397], [3.579, 0.037, -0.357], [-0.154, 1.890, 1.575], [2.512, -0.085, -0.372], [-2.840, -0.723, 0.778], [2.018, -0.428, -1.343], [-0.093, 0.701, 0.988], [-1.526, -1.318, -0.104], [-1.907, 1.031, -0.580], [-3.059, -0.984, -1.018]], "forces_ev_per_a": [[0.46, 0.58, 1.01], [0.90, 0.31, -0.72], [0.79, 0.42, -0.86], [0.28, 0.08, -0.34], [-0.68, 1.90, 1.19], [-2.65, -1.49, 0.33], [-0.58, -0.02, -0.39], [1.21, 0.67, 1.07], [-1.43, -1.24, -2.02], [0.02, -0.20, -0.68], [2.10, -0.50, 1.58], [-0.41, -0.52, -0.18]]}

Record 2
{"formula": "C3H6N3P", "method": "ωB97M-V with the def2-TZVPD basis set", "e_homo_ha": [-0.28643, -0.28636], "homo_lumo_gap_ha": [0.2711, 0.2715], "relative_energy_ev": 4.424, "symbols": ["C", "N", "C", "P", "H", "H", "H", "H", "H", "N", "C", "N", "H"], "positions_angstrom": [[-1.927, 0.209, -0.209], [0.316, -2.388, -0.617], [1.049, -1.363, -0.568], [0.530, 0.160, -1.395], [-2.004, -0.825, 0.078], [0.719, 2.308, -0.217], [2.254, 1.653, 1.416], [-3.427, 1.451, 0.172], [0.695, -3.212, -0.147], [-2.502, 1.271, -0.210], [1.138, 1.297, -0.129], [1.975, 0.940, 0.747], [2.025, -1.290, -0.063]], "forces_ev_per_a": [[2.27, 0.51, -1.33], [-0.67, -0.60, -0.12], [0.65, 0.12, 0.25], [-2.43, 0.06, 0.57], [-0.15, -0.44, 0.20], [0.09, 0.06, 0.15], [-0.18, 0.32, -0.17], [-0.06, -0.30, 0.14], [0.23, 0.27, 0.02], [0.16, 0.15, -0.09], [-0.08, 0.37, 0.00], [0.43, -0.27, 0.44], [-0.26, -0.25, -0.05]]}

Record 3
{"formula": "CH4IN2", "method": "ωB97M-V with the def2-TZVPD basis set", "charge": 1, "e_homo_ha": [-0.51958, -0.51951], "homo_lumo_gap_ha": [0.2542, 0.2534], "relative_energy_ev": 4.709, "symbols": ["H", "H", "H", "C", "H", "I", "N", "N"], "positions_angstrom": [[0.240, -1.672, -0.103], [0.140, 1.844, 0.447], [-1.838, -0.932, -0.045], [0.077, -0.505, 0.002], [-1.416, 0.889, -0.020], [2.983, 0.118, -0.087], [1.030, 0.372, -0.144], [-1.218, -0.114, -0.050]], "forces_ev_per_a": [[0.00, 2.53, 0.42], [2.50, -2.86, -1.42], [-0.49, 1.41, 0.02], [-1.20, -0.84, -1.68], [-0.66, -0.74, -0.07], [0.62, 0.05, 0.10], [-2.77, 2.55, 1.99], [1.99, -2.09, 0.64]]}

Record 4
{"formula": "C10H26BaN2O4", "method": "ωB97M-V with the def2-TZVPD basis set", "e_homo_ha": -0.17652, "homo_lumo_gap_ha": 0.1233, "symbols": ["H", "H", "H", "C", "O", "H", "C", "H", "H", "O", "O", "H", "H", "C", "H", "H", "C", "H", "H", "C", "H", "Ba", "H", "H", "C", "H", "H", "H", "N", "H", "H", "H", "H", "C", "H", "H", "C", "C", "C", "N", "H", "O", "H"], "positions_angstrom": [[-1.266, 3.313, 2.935], [-2.931, 5.170, 0.786], [-1.658, 5.036, -0.494], [-1.049, 1.103, 3.751], [-1.455, 1.371, 2.364], [3.357, 0.957, -4.022], [-1.587, 3.356, 0.763], [-2.603, -5.830, 1.451], [-0.505, 3.231, 0.726], [-2.246, -3.809, 1.848], [1.769, -0.859, -0.531], [-0.337, -6.336, 0.214], [-1.247, -5.733, 2.231], [-1.874, 2.775, 2.208], [-2.930, 2.967, 2.398], [-0.074, 1.578, 3.857], [-1.905, 4.882, 0.557], [-1.074, 0.032, 3.951], [4.163, -0.673, -3.873], [2.714, -0.319, -1.476], [-3.195, 2.547, -0.174], [-1.986, -1.219, -0.913], [-1.267, 5.445, 1.239], [2.874, 0.699, -1.122], [3.225, -0.122, -3.944], [1.257, -1.343, 1.199], [2.679, -2.275, 0.709], [0.547, 0.153, -3.986], [-2.186, 2.507, -0.153], [2.906, -0.525, 1.138], [0.044, -4.624, 0.413], [1.301, 1.343, -3.343], [2.946, -0.347, -4.973], [2.237, -1.279, 0.725], [1.816, -1.459, -3.093], [-1.944, 2.963, -1.021], [-1.771, -5.127, 1.492], [-0.767, -5.335, 0.249], [2.227, -0.468, -2.905], [1.048, 0.386, -3.140], [3.677, -0.821, -1.381], [-1.199, -4.930, -1.087], [-1.734, 1.618, 4.425]], "forces_ev_per_a": [[-0.20, 0.48, -0.01], [-0.14, -0.25, -0.23], [-0.06, 0.63, 0.09], [-0.50, 0.99, -1.18], [-0.83, 0.98, 0.03], [0.56, 0.11, 0.53], [0.82, 0.63, 4.19], [-0.86, 0.07, -1.07], [0.17, 0.10, -0.61], [1.38, -1.28, -1.18], [-0.20, 0.14, -2.30], [-0.33, -0.47, 0.21], [0.97, 0.82, 1.25], [1.03, -0.07, -0.41], [-0.27, -0.54, 0.42], [0.25, -0.41, 0.33], [0.47, -1.56, 0.82], [0.19, 0.15, -0.30], [0.30, 0.35, 0.44], [-0.14, -0.67, 1.24], [-0.37, 0.19, 0.58], [0.96, -2.09, 1.35], [0.14, 0.24, -0.34], [0.11, 0.49, -0.66], [1.46, -0.04, -1.28], [0.57, -0.14, 1.15], [0.24, 0.03, -0.10], [0.12, -0.65, -0.17], [-0.62, -1.38, -2.96], [-0.02, -0.08, 0.42], [0.64, -0.03, 0.88], [0.39, 0.32, 0.44], [-0.77, -0.39, 0.09], [-0.84, 0.08, -0.26], [0.47, -0.39, 0.50], [-0.03, -0.53, -0.91], [-0.28, 0.75, -0.78], [-1.58, 2.80, -1.82], [-1.71, 0.49, -0.44], [-1.28, 0.43, 0.49], [0.09, -0.29, 0.01], [-0.15, 0.15, 1.39], [-0.14, -0.16, 0.12]]}

Record 5
{"formula": "C15H29BCl8N3O5", "method": "ωB97M-V with the def2-TZVPD basis set", "charge": 1, "e_homo_ha": -0.40590, "homo_lumo_gap_ha": 0.2385, "symbols": ["Cl", "H", "H", "H", "C", "N", "C", "H", "H", "H", "H", "Cl", "H", "O", "O", "H", "H", "C", "H", "C", "H", "N", "C", "H", "H", "C", "O", "Cl", "C", "H", "H", "H", "B", "Cl", "H", "C", "H", "C", "O", "H", "H", "H", "H", "C", "C", "C", "C", "Cl", "H", "H", "N", "H", "H", "H", "H", "O", "Cl", "Cl", "C", "C", "Cl"], "positions_angstrom": [[-0.929, -0.765, 3.666], [-1.452, -1.445, -5.009], [0.950, -1.694, 4.748], [0.270, -3.323, -5.381], [4.100, 3.278, -1.603], [-0.586, 1.638, 0.878], [0.284, -0.858, 4.952], [-0.221, -1.012, 5.904], [2.377, 0.745, 0.174], [3.798, 4.315, -1.739], [-0.818, -2.188, -1.225], [-0.510, 3.130, 4.003], [-0.608, -2.665, 1.402], [-2.416, -4.899, -0.281], [-2.552, 1.056, -4.121], [-1.502, -2.514, -3.525], [-2.493, -0.369, 0.625], [-2.269, -3.860, 0.372], [-3.883, -1.396, -1.177], [-0.849, -1.772, -4.088], [4.690, 4.211, 5.155], [-0.459, 0.689, -1.446], [-1.573, -1.341, -1.073], [0.149, 1.547, 1.588], [-3.465, 0.718, -0.992], [1.001, 0.535, -1.567], [-3.210, -2.797, 0.201], [2.352, 3.902, 5.181], [0.491, -2.503, -4.631], [-1.831, 1.700, -4.276], [1.091, -1.656, -5.126], [1.088, -2.522, -2.395], [-2.528, 0.688, -2.740], [2.656, 2.294, -1.300], [4.591, 2.915, -2.504], [1.825, -0.010, -0.469], [-2.664, 4.089, 4.071], [-1.762, 4.267, 3.489], [-3.547, 1.179, -1.849], [4.113, 3.581, 6.718], [-1.409, 5.283, 3.656], [1.546, 0.866, -2.509], [2.486, -2.642, -3.555], [-1.298, -0.305, -2.252], [-0.834, 0.661, -0.025], [-1.047, -3.728, 1.393], [1.404, -2.991, -3.390], [4.448, 1.867, 5.135], [-3.049, -2.869, -1.922], [-0.184, -4.414, 1.082], [-1.564, -0.586, 0.213], [1.385, -4.117, -3.255], [1.978, -1.115, -0.259], [-1.412, -3.944, 2.455], [-1.121, 2.531, 0.801], [-0.392, -0.643, -3.306], [-2.135, 4.062, 1.771], [5.235, 3.181, -0.252], [4.016, 3.506, 5.637], [-2.992, -2.114, -1.067], [1.237, 0.627, 5.041]], "forces_ev_per_a": [[-0.08, -0.07, -0.07], [0.75, -0.11, 1.49], [-0.09, 0.16, -0.08], [0.19, 1.07, 1.01], [0.39, 0.32, -0.01], [-0.61, -0.14, -0.80], [0.16, -0.10, 0.30], [-0.02, 0.12, -0.18], [0.31, -1.92, -1.49], [-0.04, -0.17, 0.13], [-0.41, 1.34, 1.04], [-0.33, 0.11, -0.03], [-0.93, -1.45, 0.00], [0.33, 3.24, 1.74], [0.44, 0.38, 2.64], [0.89, 1.01, -0.26], [0.84, -0.83, 0.23], [0.49, -2.91, -1.11], [1.34, -0.99, 0.18], [0.58, -1.44, -2.10], [-0.15, -0.14, -0.03], [2.30, -1.98, 2.03], [-1.81, -1.89, -1.13], [-0.95, -0.11, -0.18], [-0.32, 0.47, -0.53], [0.06, -0.08, 0.14], [1.90, -0.03, -0.38], [0.18, 0.07, 0.07], [0.25, 1.31, 1.28], [-0.44, -0.56, -0.33], [-1.03, -1.36, 0.37], [0.25, -0.54, -1.43], [-1.57, 0.37, -1.00], [1.30, 2.69, -0.55], [-0.11, -0.08, 0.18], [-1.31, 0.26, 0.37], [0.09, -0.09, -0.19], [0.13, 0.05, 0.48], [2.30, -1.47, -1.14], [-0.11, -0.10, -0.15], [0.01, -0.15, -0.19], [-1.80, 0.07, 1.51], [-1.58, -0.74, 0.24], [-0.21, 1.39, 0.80], [0.69, -3.42, -1.54], [-0.10, 1.00, -0.14], [0.25, 0.07, -0.19], [0.12, 0.06, 0.02], [0.15, 1.01, 1.12], [-1.69, 0.67, 0.44], [1.51, 3.92, -1.57], [0.06, 1.37, -0.22], [-1.63, 1.33, 0.46], [0.52, 0.17, -1.54], [1.11, -0.86, 0.06], [-1.86, -1.13, 1.04], [-0.56, 0.69, -0.06], [-0.01, 0.03, -0.09], [0.24, 0.20, 0.15], [-0.47, 0.16, -0.82], [0.04, -0.26, 0.04]]}

Record 6
{"formula": "C3H3N3O", "method": "ωB97M-V with the def2-TZVPD basis set", "e_homo_ha": -0.32647, "homo_lumo_gap_ha": 0.3512, "relative_energy_ev": 5.474, "symbols": ["C", "O", "C", "N", "C", "H", "N", "H", "H", "N"], "positions_angstrom": [[0.822, -1.449, -1.085], [0.554, 1.306, 0.674], [-1.109, 0.080, -0.198], [-0.026, -0.831, 0.042], [-0.713, 1.322, 0.113], [-2.091, -0.426, -0.499], [0.924, -0.080, 0.694], [-1.051, 2.313, 0.120], [0.967, -0.317, 1.729], [1.723, -1.919, -1.592]], "forces_ev_per_a": [[-3.51, 2.37, 3.05], [-0.58, -0.13, -1.01], [-2.01, -0.73, -1.07], [1.82, -1.54, -2.23], [1.36, -1.90, 0.79], [1.65, 1.48, 0.30], [1.93, 0.21, 3.20], [-1.17, 0.84, -0.27], [-0.59, 0.36, -1.57], [1.10, -0.96, -1.20]]}

Record 7
{"formula": "C2H6IN2O", "method": "ωB97M-V with the def2-TZVPD basis set", "charge": 1, "e_homo_ha": [-0.48054, -0.48196], "homo_lumo_gap_ha": [0.2545, 0.2897], "relative_energy_ev": 4.726, "symbols": ["H", "H", "I", "C", "H", "H", "O", "N", "H", "N", "H", "C"], "positions_angstrom": [[-2.125, 0.214, -0.423], [-1.860, 1.220, 0.998], [3.092, 0.939, 1.510], [-0.053, -1.446, -1.388], [-1.067, -1.410, -1.578], [0.349, -2.287, -0.821], [0.427, -0.241, -0.660], [-1.474, 0.638, 0.181], [1.055, 1.579, 2.655], [1.365, 1.836, 1.764], [0.485, -1.502, -2.369], [-0.195, 0.462, 0.129]], "forces_ev_per_a": [[-0.89, -0.61, -0.92], [0.77, -1.18, -1.91], [0.26, -0.03, 0.05], [3.18, -0.42, -0.84], [-2.15, -0.02, 0.05], [-0.65, 0.10, 0.19], [1.47, -0.99, -1.02], [-0.12, 2.10, 3.35], [-0.70, -0.69, 2.10], [0.03, 0.22, -2.77], [-0.41, 0.62, 0.94], [-0.79, 0.90, 0.78]]}

Record 8
{"formula": "C3H4S", "method": "ωB97M-V with the def2-TZVPD basis set", "e_homo_ha": [-0.28450, -0.31205], "homo_lumo_gap_ha": [0.2658, 0.3059], "relative_energy_ev": 4.363, "symbols": ["C", "S", "H", "C", "H", "H", "H", "C"], "positions_angstrom": [[0.285, 0.437, 0.382], [0.805, -1.562, -2.474], [-1.457, -0.526, -2.045], [-0.440, -0.890, -1.798], [0.572, 1.330, -0.207], [-0.257, -0.420, 2.260], [0.395, 1.224, 2.201], [0.099, 0.406, 1.682]], "forces_ev_per_a": [[-0.69, 0.57, -0.93], [-1.03, 0.29, 0.12], [0.74, -0.44, 0.01], [0.74, 0.51, 0.74], [0.03, -0.79, 0.29], [-0.25, -0.54, 0.06], [0.84, 2.58, 1.76], [-0.37, -2.19, -2.04]]}

Question: Which formula does entry 2 have?
Answer: C3H6N3P